Record 1
24
Properties=species:S:1:pos:R:3:lowdin_charge:R:1 method="wB97M-V/def2-TZVPD" gap_ev=10.294 e_tot_ha=-1010.23322 largest_force_ha_per_bohr=0.0108 multiplicity=1 charge=-1 lumo_ev=2.443
C 1.66 2.53 -0.11 -0.11
O 1.91 1.15 0.00 -0.15
C 0.75 0.36 0.17 -0.16
C -0.19 0.43 -1.07 -0.19
C 0.21 -0.57 -2.07 -0.18
N 0.55 -1.30 -2.89 0.18
C -1.68 0.23 -0.73 -0.21
C -2.03 -1.15 -0.38 -0.13
N -2.25 -2.24 -0.09 0.24
O -2.04 1.05 0.42 0.04
C -2.55 2.19 0.11 -0.36
N -2.98 3.21 -0.18 0.17
H 0.79 2.83 0.49 0.09
H 2.55 3.05 0.25 0.09
H 1.49 2.84 -1.15 0.08
H 0.21 0.66 1.08 0.14
H 1.07 -0.67 0.32 0.12
H -0.10 1.39 -1.59 0.14
H -2.28 0.56 -1.58 0.16
B 1.02 -3.28 1.87 -1.24
F 0.48 -2.10 1.27 0.05
F 1.21 -4.25 0.88 0.09
F 2.25 -2.95 2.47 0.08
F 0.12 -3.75 2.84 0.08


Record 2
10
Properties=species:S:1:pos:R:3:lowdin_spin:R:1 method="wB97M-V/def2-TZVPD" gap_ev="6.211 / 7.393" e_tot_ha=-1923.14520 largest_force_ha_per_bohr=0.0775 multiplicity=7 charge=+1 de_lowest_ev=0.000 s2=12.022 lumo_ev="-6.909 / -6.201"
Sm 1.14 -1.38 -0.29 5.13
N 0.68 1.10 -0.13 0.19
S -0.56 0.75 1.06 0.05
O -0.18 -0.75 1.31 -0.01
S 2.21 1.26 0.38 0.51
O 2.79 -0.19 0.23 0.12
O -1.79 0.75 0.18 0.01
C -2.06 -1.55 -1.98 0.00
O -0.95 -1.92 -1.88 0.00
O -3.00 -1.13 -2.50 0.00


Record 3
99
Properties=species:S:1:pos:R:3:lowdin_charge:R:1 method="wB97M-V/def2-TZVPD" gap_ev="8.318 / 8.488" e_tot_ha=-3063.79187 largest_force_ha_per_bohr=0.0077 multiplicity=1 charge=+2 lumo_ev="-6.112 / -5.941"
Al -0.10 -0.10 -0.34 0.41
C -4.48 0.70 3.50 -0.03
C -4.10 0.52 2.03 -0.37
C -4.94 -0.57 1.38 -0.05
C -2.61 0.28 1.95 -0.14
C -2.07 -1.00 2.11 0.04
C -0.70 -1.23 2.12 -0.13
C -0.20 -2.63 2.45 -0.34
C -1.13 -3.75 1.97 -0.05
C -0.06 -2.79 3.98 -0.02
C 0.20 -0.12 1.89 -0.17
C -0.36 1.20 1.88 -0.14
C -1.74 1.35 1.83 0.04
C 0.51 2.43 2.06 -0.35
C 0.09 3.61 1.19 -0.05
C 0.45 2.84 3.54 -0.01
C 1.68 -0.28 2.16 -0.19
C 2.06 -0.24 3.50 -0.03
C 3.38 -0.38 3.89 -0.01
C 4.36 -0.58 2.93 -0.03
C 4.01 -0.60 1.60 -0.07
C 2.68 -0.43 1.19 -0.28
P 2.30 -0.35 -0.59 1.20
C 3.07 1.20 -1.30 -0.63
C 4.57 1.35 -1.02 -0.06
C 2.37 2.40 -0.65 -0.08
C 2.81 1.23 -2.81 -0.06
C 2.88 -1.93 -1.43 -0.64
C 2.10 -2.10 -2.75 -0.07
C 2.61 -3.09 -0.46 -0.08
C 4.37 -1.98 -1.78 -0.06
H -5.54 0.93 3.59 0.09
H -3.91 1.50 3.97 0.09
H -4.29 -0.22 4.06 0.09
H -4.30 1.47 1.51 0.13
H -4.87 -1.52 1.92 0.09
H -4.65 -0.74 0.34 0.02
H -5.99 -0.28 1.38 0.10
H -2.73 -1.84 2.25 0.13
H 0.79 -2.76 2.01 0.12
H -1.97 -3.87 2.66 0.09
H -0.59 -4.69 1.97 0.10
H -1.55 -3.58 0.98 0.05
H -0.94 -2.41 4.49 0.10
H 0.82 -2.28 4.38 0.06
H 0.04 -3.84 4.22 0.10
H -2.15 2.35 1.75 0.14
H 1.54 2.16 1.83 0.11
H -0.75 4.15 1.63 0.10
H -0.20 3.31 0.19 0.05
H 0.91 4.32 1.10 0.10
H -0.58 3.06 3.83 0.09
H 1.04 3.75 3.68 0.10
H 0.85 2.08 4.20 0.07
H 1.29 -0.10 4.25 0.12
H 3.63 -0.34 4.94 0.13
H 5.39 -0.70 3.23 0.12
H 4.79 -0.73 0.86 0.10
H 4.78 1.39 0.05 0.08
H 4.89 2.30 -1.44 0.11
H 5.18 0.57 -1.48 0.07
H 2.70 2.53 0.39 0.09
H 1.29 2.33 -0.68 0.04
H 2.65 3.30 -1.19 0.12
H 3.41 0.50 -3.35 0.08
H 3.07 2.21 -3.19 0.11
H 1.75 1.06 -3.04 0.06
H 1.02 -1.96 -2.64 0.05
H 2.27 -3.11 -3.13 0.10
H 2.44 -1.41 -3.51 0.08
H 1.67 -2.98 0.08 0.04
H 3.39 -3.16 0.29 0.10
H 2.58 -4.02 -1.02 0.11
H 4.65 -1.26 -2.54 0.08
H 4.58 -2.97 -2.19 0.11
H 5.02 -1.85 -0.92 0.08
I -5.30 -1.19 -2.60 1.07
C -3.44 -1.91 -2.02 -0.68
C -3.08 -3.23 -2.27 -0.06
C -1.83 -3.67 -1.87 0.00
C -0.97 -2.79 -1.25 -0.11
N -1.30 -1.50 -1.03 0.05
C -2.53 -1.08 -1.40 -0.16
H -3.77 -3.90 -2.76 0.12
H -1.52 -4.69 -2.03 0.13
H 0.00 -3.11 -0.92 0.10
H -2.76 -0.05 -1.20 0.09
F -3.16 3.74 -4.23 0.16
C -2.75 2.97 -3.23 -0.19
C -1.90 1.75 -3.46 -0.19
F -2.42 0.55 -3.76 0.10
C -0.48 2.06 -3.55 -0.02
F 0.12 3.01 -4.23 0.16
C -1.01 2.09 -2.18 -0.24
O -0.66 1.25 -1.18 -0.04
C -1.84 3.34 -1.98 -0.20
F -1.28 4.52 -1.67 0.14
C -3.26 3.04 -1.87 0.03
F -3.84 2.09 -1.13 0.10


Record 4
106
Properties=species:S:1:pos:R:3:lowdin_charge:R:1 method="wB97M-V/def2-TZVPD" gap_ev=4.420 e_tot_ha=-7356.47272 largest_force_ha_per_bohr=0.0497 multiplicity=1 charge=-2 de_lowest_ev=0.321 lumo_ev=4.045
Pd 0.00 0.08 -1.06 0.78
C -5.62 -1.94 -0.59 -0.12
O -4.29 -1.60 -0.86 -0.10
C -3.99 -1.11 -2.11 -0.19
C -4.90 -1.01 -3.13 -0.05
C -4.51 -0.53 -4.38 -0.13
C -3.21 -0.14 -4.58 -0.09
C -2.26 -0.19 -3.54 -0.15
C -0.96 0.32 -3.85 -0.07
N -0.05 0.60 -2.98 -0.13
N 1.09 1.20 -3.40 0.06
C 1.93 1.45 -2.42 -0.47
O 1.71 1.16 -1.19 -0.22
C 3.17 2.16 -2.75 -0.13
C 3.48 2.51 -4.06 -0.04
C 4.64 3.19 -4.35 -0.10
C 5.52 3.54 -3.32 -0.11
C 5.22 3.20 -2.01 -0.09
C 4.05 2.52 -1.72 -0.01
C -2.61 -0.69 -2.25 -0.28
O -1.85 -0.80 -1.23 -0.17
H -5.63 -2.29 0.44 0.09
H -5.99 -2.74 -1.24 0.09
H -6.29 -1.08 -0.69 0.09
H -5.93 -1.31 -2.97 0.09
H -5.23 -0.46 -5.18 0.08
H -2.89 0.24 -5.54 0.10
H -0.74 0.55 -4.90 0.12
H 2.78 2.24 -4.84 0.10
H 4.88 3.46 -5.37 0.09
H 6.43 4.06 -3.55 0.09
H 5.89 3.47 -1.20 0.10
H 3.81 2.26 -0.70 0.11
C -0.20 2.21 2.58 -0.12
C -0.58 3.23 1.51 -0.55
C 0.70 3.84 0.97 -0.12
P -1.48 2.26 0.17 1.11
C -1.89 3.44 -1.26 -0.54
C -2.72 4.68 -0.95 -0.13
C -0.65 3.83 -2.06 -0.13
C -3.23 2.08 0.85 -0.53
C -3.39 0.64 1.34 -0.14
C -3.67 3.05 1.93 -0.13
H 0.22 2.69 3.46 0.08
H 0.56 1.53 2.18 0.04
H -1.05 1.60 2.90 0.06
H -1.22 4.01 1.94 0.09
H 1.19 3.12 0.31 0.06
H 1.38 4.06 1.79 0.08
H 0.52 4.76 0.42 0.05
H -2.48 2.77 -1.89 0.09
H -2.20 5.33 -0.24 0.07
H -3.69 4.42 -0.54 0.05
H -2.88 5.25 -1.87 0.07
H -0.16 4.71 -1.65 0.06
H -0.93 4.05 -3.09 0.08
H 0.06 3.01 -2.07 0.03
H -3.87 2.21 -0.03 0.09
H -2.76 0.48 2.21 0.05
H -3.08 -0.07 0.58 0.04
H -4.42 0.44 1.62 0.08
H -3.16 2.84 2.87 0.07
H -4.75 2.94 2.11 0.07
H -3.49 4.09 1.67 0.05
C -2.57 -2.17 2.92 -0.14
O -1.32 -1.72 2.47 -0.20
C -0.25 -1.90 3.39 -0.58
O -0.49 -2.41 4.49 -0.03
C 0.94 -1.37 2.92 -0.35
C 2.26 -1.71 3.36 -0.44
As 3.03 -3.41 2.85 1.29
C 1.90 -4.64 3.95 -0.29
C 2.01 -3.64 1.17 -0.32
C 1.15 -2.76 0.55 -0.25
As 0.97 -0.87 0.98 1.30
C 2.89 -0.48 0.70 -0.24
C 0.34 -3.11 -0.62 -0.55
O 0.51 -2.53 -1.68 0.04
O -0.66 -4.01 -0.53 -0.01
C -0.91 -4.59 0.73 -0.04
C 2.36 -4.89 0.59 -0.53
O 3.16 -5.70 1.08 0.02
O 1.85 -5.12 -0.70 -0.11
C 2.83 -5.22 -1.69 -0.08
C 3.16 -0.66 3.58 -0.63
O 2.94 0.55 3.69 -0.02
O 4.48 -1.13 3.74 -0.20
C 5.47 -0.14 3.76 -0.13
H -3.21 -2.32 2.05 0.08
H -3.03 -1.44 3.60 0.08
H -2.45 -3.12 3.46 0.08
H 2.41 -4.79 4.91 0.01
H 1.76 -5.60 3.47 0.00
H 0.94 -4.15 4.13 -0.01
H 3.52 -1.27 1.11 0.02
H 3.16 0.48 1.15 0.03
H 3.05 -0.42 -0.37 0.02
H -0.11 -5.28 1.00 0.09
H -1.85 -5.13 0.64 0.10
H -0.99 -3.82 1.50 0.08
H 2.33 -5.55 -2.60 0.09
H 3.61 -5.94 -1.40 0.08
H 3.29 -4.24 -1.87 0.10
H 6.37 -0.58 4.17 0.07
H 5.15 0.72 4.36 0.08
H 5.67 0.23 2.74 0.08